Entry from the Open Molecules 2025 dataset: a 2-piece molecular cluster, C5H10O2 overall (ωB97M-V/def2-TZVPD).

Energy   -346.90684 Eh
Relative energy (zero: lowest compared OMol25 entry of this formula, charge and spin)   74.4 kcal/mol
Frontier orbital gap   10.60 eV

ORCA input file:
```
! wB97M-V def2-TZVPD RIJCOSX def2/J DEFGRID3
* xyz 0 1
H 2.551 0.158 0.107
H -1.189 0.870 -0.591
H 0.069 -2.248 0.552
C 0.967 1.498 0.963
H 1.014 0.246 -0.821
H -2.552 -0.731 -1.669
C 0.206 0.775 1.791
H -0.857 -1.228 -1.478
O -1.166 0.832 -1.558
H -0.471 1.009 2.608
H 1.185 2.559 0.888
H -1.415 -0.540 -3.025
C -1.516 -0.483 -1.939
C 0.693 -0.541 1.242
C 1.467 0.308 0.173
O -0.332 -1.411 0.817
H 1.379 -1.061 1.926
*
```


Entry from the Open Molecules 2025 dataset: C27H32I2N4PPd as an isolated structure (ωB97M-V/def2-TZVPD).

Energy   -2331.46997 Eh
Relative energy (zero: lowest compared OMol25 entry of this formula, charge and spin)   2.0 kcal/mol
Frontier orbital gap (alpha / beta)   5.31 / 6.54 eV
<S²>   2.016

ORCA input file:
```
! wB97M-V def2-TZVPD RIJCOSX def2/J DEFGRID3
* xyz 1 3
H 2.964 -0.189 5.801
C 1.805 -4.357 -1.516
H -0.523 -0.450 2.553
C 4.819 1.634 -0.197
C -0.263 2.882 1.285
C 4.304 0.356 -0.477
I -2.148 -0.876 -0.719
C 2.555 -2.928 0.254
H 4.981 -0.127 2.022
C 2.343 -1.797 -0.542
H 2.932 -2.806 1.263
P 2.665 -0.128 0.156
H -2.354 2.298 -0.214
H -1.541 2.390 -1.784
N -0.253 2.358 -0.115
H 0.580 6.023 0.590
Pd 0.283 0.196 -0.026
H 1.633 4.671 1.036
H 2.459 -5.068 0.404
N -0.415 4.327 1.316
H 0.661 2.585 1.769
C -0.582 4.832 -1.461
H 6.469 2.961 -0.516
C -1.537 2.763 -0.762
H 1.226 -3.378 -3.330
H 0.845 2.691 -1.883
C 6.276 -0.176 -1.773
C 1.712 -0.356 4.069
H 1.796 2.766 -0.400
C 6.062 1.976 -0.728
C 2.841 -0.320 1.946
H 1.388 -1.177 -3.813
H -0.714 5.912 -1.451
C 1.594 -3.244 -2.317
H 5.067 -0.103 4.498
C 4.113 -0.184 3.988
H 4.655 -1.532 -1.462
N 0.711 4.493 -0.839
H 1.597 -5.348 -1.905
C 2.288 -4.202 -0.227
H 6.841 -0.882 -2.370
H 3.797 3.520 0.090
H -1.804 5.755 0.659
N -1.706 4.207 -0.749
C 0.688 4.939 0.563
C 1.648 -0.431 2.678
C 1.625 -0.800 -2.819
C 5.042 -0.540 -1.258
H 0.792 -0.414 4.645
H 0.803 -0.166 -2.529
C -1.681 4.673 0.647
C 2.933 -0.235 4.718
H 4.790 3.016 1.453
H 2.507 -0.166 -2.904
H -1.098 2.422 1.804
H -0.579 4.491 -2.495
I -4.595 0.245 -0.694
H 3.243 2.244 1.189
C 6.784 1.090 -1.510
C 0.860 3.046 -0.857
H -2.509 4.222 1.192
C 4.113 2.652 0.678
H 0.300 -1.671 1.527
H 7.747 1.385 -1.912
C 0.366 -0.691 1.995
C 1.850 -1.953 -1.860
C 4.065 -0.214 2.600
*
```


Entry from the Open Molecules 2025 dataset: an isolated ion of composition C2H8N3 and charge +1 (ωB97M-V/def2-TZVPD).

Energy   -244.89277 Eh
Relative energy (zero: lowest compared OMol25 entry of this formula, charge and spin)   109.7 kcal/mol
Frontier orbital gap   9.82 eV

ORCA input file:
```
! wB97M-V def2-TZVPD RIJCOSX def2/J DEFGRID3
* xyz 1 1
N -0.393 0.090 0.445
H 0.368 -1.097 -2.467
H 1.392 1.585 -1.761
H 0.702 -1.692 -0.837
H -0.826 1.444 2.328
H 1.820 -0.831 -1.617
H -2.388 0.205 1.825
N 0.868 -0.921 -1.507
N 0.738 1.489 -0.994
C 0.397 0.384 -0.642
H -0.594 -0.257 2.610
H -0.824 -0.846 0.620
C -1.259 0.447 1.996
*
```


Entry from the Open Molecules 2025 dataset: a 2-piece molecular cluster, C4H5F3O overall (ωB97M-V/def2-TZVPD).

Energy   -530.09011 Eh
Relative energy (zero: lowest compared OMol25 entry of this formula, charge and spin)   82.0 kcal/mol
Frontier orbital gap (alpha / beta)   9.46 / 8.19 eV

ORCA input file:
```
! wB97M-V def2-TZVPD RIJCOSX def2/J DEFGRID3
* xyz 0 1
F -1.554 1.526 0.679
F 0.066 -1.220 -2.583
C 0.419 0.309 0.842
C 1.666 -0.410 0.992
H 1.494 -1.481 0.886
H 2.120 -0.234 1.975
H 2.377 -0.097 0.225
H -0.303 1.761 2.248
F -1.565 -1.704 -1.208
H -2.050 0.717 -1.483
C -0.808 -0.712 -1.724
C -0.395 1.186 1.324
O -1.469 0.359 -2.172
*
```


Entry from the Open Molecules 2025 dataset: a 4-piece molecular cluster, C20H46BrN4O7 overall (ωB97M-V/def2-TZVPD).

Energy   -4109.27098 Eh
Frontier orbital gap   6.20 eV

ORCA input file:
```
! wB97M-V def2-TZVPD RIJCOSX def2/J DEFGRID3
* xyz -1 1
N 1.331 1.868 -5.056
H 3.517 -2.390 -1.885
H 2.058 2.453 4.737
H 1.512 -1.164 1.112
H -3.680 -4.720 1.467
H -5.198 -5.596 1.517
O -0.652 3.432 5.802
H -2.319 -3.143 0.945
H 2.061 -1.908 -0.388
C 2.327 2.730 3.648
H 2.753 0.493 3.225
H 2.573 -0.109 -2.429
H -2.673 -3.072 -0.814
H -6.031 -2.170 2.481
H -4.886 -2.859 -0.973
H -0.258 -0.878 -6.387
H -1.941 1.016 -4.400
C -1.450 3.637 4.669
H -1.774 -1.770 -0.012
H 4.774 -0.364 0.392
N -1.794 2.914 2.186
C 0.309 -0.328 -5.626
C 4.510 -1.939 -1.875
H 2.165 1.378 -4.733
H 4.341 0.968 4.939
H -1.054 1.249 -7.387
H -5.736 -1.655 -0.018
H -4.514 -5.128 -0.044
H 5.076 -2.367 -1.042
H -4.490 -2.602 2.585
O -2.181 4.678 4.598
H 5.005 -2.245 -2.803
H 3.172 -1.783 1.018
H 4.362 1.177 -0.341
H -2.209 -0.457 -5.391
H 5.462 -0.047 -2.042
H -2.264 -0.529 -3.619
C 2.375 -1.287 0.455
H -0.085 2.723 -7.283
H 2.960 3.681 3.625
H -2.948 1.630 4.925
H -1.121 2.274 -5.941
H 5.499 1.093 3.429
C -2.583 -2.492 0.110
C 0.914 2.891 2.859
H 1.044 2.686 1.725
N -5.423 -2.986 2.424
H -2.824 2.953 2.229
C -0.459 1.870 -6.708
H 3.498 1.688 1.967
H 0.706 1.837 -4.250
H 1.230 -0.898 -5.456
C 4.136 0.104 -0.368
C -1.373 0.079 4.706
C -1.768 -0.060 -4.471
C 0.707 1.078 -6.123
C 4.602 1.537 3.978
H 1.442 0.944 -6.925
C -5.453 -3.500 1.050
C 3.236 1.531 3.076
H 4.767 2.643 4.275
H 3.554 1.112 -2.777
C -4.973 -2.440 0.037
O -0.381 -0.339 -4.380
C -4.658 -4.802 0.992
O -0.003 1.980 3.502
O -1.084 0.127 5.916
H -1.522 2.212 1.469
O -3.771 -1.775 0.408
O 2.764 -0.004 -0.007
C -2.286 1.259 4.071
C 4.464 -0.417 -1.782
N 3.512 0.093 -2.777
Br -0.814 -1.359 3.452
C -1.351 2.491 3.542
H -6.491 -3.744 0.798
H -2.893 0.785 3.229
H 0.636 3.996 2.945
*
```


Entry from the Open Molecules 2025 dataset: an isolated ion of composition C4H9N2O2 and charge +1 (ωB97M-V/def2-TZVPD).

Energy   -417.44340 Eh
Relative energy (zero: lowest compared OMol25 entry of this formula, charge and spin)   86.6 kcal/mol
Frontier orbital gap (alpha / beta)   5.63 / 9.22 eV

ORCA input file:
```
! wB97M-V def2-TZVPD RIJCOSX def2/J DEFGRID3
* xyz 1 1
C 1.944 -0.030 0.463
H 1.816 0.894 -0.079
N -1.895 0.360 -1.448
H -2.385 1.200 -1.094
H -0.940 -0.166 2.294
C -0.225 0.439 1.722
H -1.331 0.642 -2.262
H 3.581 -0.703 -0.586
H 2.979 -1.713 0.712
N 2.899 -0.879 0.135
C 1.025 -0.425 1.514
C -1.013 -0.170 -0.365
H -1.417 -1.062 0.107
O -0.786 0.886 0.516
O 1.242 -1.406 2.207
H 0.031 1.334 2.295
H -2.582 -0.340 -1.745
*
```


Entry from the Open Molecules 2025 dataset: a single C7H5FO2 molecule (ωB97M-V/def2-TZVPD).

Energy   -519.89814 Eh
Relative energy (zero: lowest compared OMol25 entry of this formula, charge and spin)   93.4 kcal/mol
Frontier orbital gap   8.41 eV

ORCA input file:
```
! wB97M-V def2-TZVPD RIJCOSX def2/J DEFGRID3
* xyz 0 1
H 0.733 2.934 0.910
O 0.446 2.413 -0.114
O -1.208 1.687 -2.504
C 0.006 -1.733 0.557
C -0.569 0.227 -0.610
C 1.188 -1.046 1.175
C 0.444 0.988 0.081
H -0.216 -2.846 0.822
C -1.611 0.643 -1.683
C 1.297 0.258 1.010
F 2.180 0.913 1.776
H -1.498 -1.600 -1.033
H 2.230 -1.762 1.464
C -0.693 -1.108 -0.397
H -2.729 0.032 -1.455
*
```


Entry from the Open Molecules 2025 dataset: a 2-piece molecular cluster, C6H9N overall (ωB97M-V/def2-TZVPD).

Energy   -288.61862 Eh
Relative energy (zero: lowest compared OMol25 entry of this formula, charge and spin)   102.5 kcal/mol
Frontier orbital gap   9.40 eV

ORCA input file:
```
! wB97M-V def2-TZVPD RIJCOSX def2/J DEFGRID3
* xyz 0 1
C 2.473 0.811 1.330
H 0.490 -2.017 -1.612
C 1.462 -1.190 0.040
C 1.994 -0.216 0.667
H -2.705 1.900 -0.338
H -0.437 0.200 0.955
C 0.844 -2.156 -0.594
H 2.728 0.737 2.384
H 0.626 -3.102 -0.106
C -1.463 0.360 0.639
H 2.612 1.776 0.849
H -2.212 0.184 1.408
N -1.753 -0.046 -0.734
H -2.707 -0.386 -0.806
C -1.753 1.376 -0.394
H -0.939 1.949 -0.831
*
```


Entry from the Open Molecules 2025 dataset: a 14-piece molecular cluster, C41H119N9O14 overall (ωB97M-V/def2-TZVPD).

Energy   -3179.09992 Eh
Relative energy (zero: lowest compared OMol25 entry of this formula, charge and spin)   232.0 kcal/mol
Frontier orbital gap   9.12 eV

ORCA input file:
```
! wB97M-V def2-TZVPD RIJCOSX def2/J DEFGRID3
* xyz 0 1
O 1.610 8.007 3.844
H -0.226 7.852 1.812
H -1.202 0.382 -0.010
C 0.430 -0.731 0.687
H -3.581 -4.731 -1.165
H -5.224 -1.522 -7.504
H 9.492 -6.451 1.029
H -0.612 0.260 -2.130
H -7.007 -2.874 -5.663
H 4.651 8.077 -8.613
H 0.780 5.598 1.191
H -7.959 2.833 3.647
H 4.172 3.304 0.034
C -6.259 -3.667 -5.703
C -5.071 3.055 -2.929
C -5.285 6.448 -4.517
H -4.917 -1.960 -5.615
H 9.865 -6.248 -1.180
C 6.320 -3.318 1.427
C 3.366 -7.583 -6.865
H -2.922 -3.739 -6.256
N 8.497 -6.307 1.131
H -5.449 1.364 -1.622
H 2.966 9.171 2.808
C 2.257 -5.712 5.690
H -5.655 2.250 6.619
H 5.810 -2.641 0.742
C -4.769 -2.512 -7.529
C 2.343 -0.488 10.866
H -6.670 -4.231 -6.540
H 2.885 3.035 4.657
C 0.799 -1.572 -0.518
C -2.578 -6.038 -0.107
C -8.839 1.585 5.920
H -0.225 -1.418 -2.945
H 0.030 -2.286 -0.810
H 3.234 -7.237 -10.315
H 4.812 3.983 5.021
N -5.404 2.141 3.270
H 2.481 6.457 -9.705
C 0.062 6.971 2.387
C 8.779 -6.161 -1.211
C -6.034 2.111 -2.157
H -4.635 2.431 -3.709
H 0.211 -1.097 8.573
H 4.226 -8.440 -9.243
H -0.241 0.216 9.775
H 6.080 -3.056 2.458
H 2.148 -6.235 4.740
N -0.145 5.890 1.471
C -6.146 1.943 4.515
H 1.093 7.576 -7.467
O 3.733 -0.233 11.085
O 6.041 -4.774 1.204
C 0.100 -0.471 -2.513
H -4.495 7.081 -4.920
N 4.185 -5.811 -8.250
H -1.027 6.116 4.163
N 2.945 6.081 -8.892
H -6.584 0.945 4.546
N -4.159 3.491 -1.910
H 4.127 -5.172 -9.030
H 2.136 -6.503 -8.287
H -1.494 -1.057 0.388
H -3.740 -2.300 -7.820
N -0.943 -0.275 0.713
C 3.679 8.276 -8.160
H -8.197 -4.121 -4.037
H -7.038 3.891 4.521
H 4.198 -1.723 12.476
H -6.592 2.694 -1.424
H 1.073 -7.062 -5.396
H 2.342 0.929 9.289
H 6.306 -4.635 -0.809
H -3.408 -4.352 4.365
H 8.514 -5.454 -1.998
H 1.923 7.451 -5.990
H 3.027 8.888 -8.782
H -7.498 -5.631 -3.351
H -5.302 -3.147 -8.237
O 6.047 4.396 0.193
H -0.013 4.460 -5.556
H 1.909 -5.668 -4.538
C -7.557 -4.983 -4.225
H -4.360 1.393 5.680
H 6.064 -6.170 -0.268
H 1.339 -4.105 6.145
H 3.716 1.544 3.857
C 8.171 -5.486 -0.033
H 2.306 5.444 -8.437
H -0.447 6.094 -6.324
H 1.134 0.096 0.788
H -2.070 6.946 3.130
C -3.820 -4.035 5.323
C 0.287 5.477 -5.805
H 2.590 -8.564 -9.417
O 1.439 5.612 -6.705
C -5.718 4.366 -3.536
H -0.536 5.115 1.987
H 3.620 -0.416 8.692
H -1.636 -6.237 0.404
H 2.441 -6.500 6.421
C 3.360 -7.793 -9.386
H 3.826 6.492 -7.041
O 1.154 -0.677 -1.592
H -2.528 -5.282 6.217
O -3.208 -4.738 -0.281
H -6.099 4.921 -2.678
O 4.733 3.315 4.335
H 1.722 -1.853 2.104
H -3.596 4.214 -2.335
H -8.067 -5.648 -4.922
C -4.887 -2.961 -6.046
O -6.259 -4.557 -4.603
H 1.736 -2.101 -0.342
H 8.431 -7.146 -1.522
H -4.685 3.171 5.635
H 2.888 -1.822 8.636
H 2.704 -8.449 -6.890
H -3.431 -3.057 5.607
C 4.246 -0.636 12.417
H -4.539 1.633 3.389
C -5.122 2.173 5.672
C 0.405 -0.094 8.953
H -3.345 -6.770 0.144
N -3.694 -3.669 -5.609
H 1.727 -0.016 11.630
H 1.392 6.031 3.551
C 3.162 -6.858 -8.196
H -4.695 3.989 -1.213
H -8.908 1.357 6.983
C 6.608 -5.271 0.023
H -4.902 -3.915 5.276
H -6.342 4.055 -4.374
H 6.063 4.440 1.152
O -3.430 -4.968 6.314
N 2.727 -0.837 8.479
H 2.125 10.044 3.969
H 4.405 -7.879 -6.717
H 5.584 2.288 -0.051
H -6.162 6.283 -5.144
H 0.449 0.013 -3.426
H 5.278 -0.328 12.588
H 8.611 -4.492 0.047
H 0.614 5.884 -4.848
C 3.737 2.360 4.579
C -1.036 6.961 3.474
C 3.120 6.928 -7.747
H 3.903 1.992 5.592
C 1.961 9.271 3.219
H 8.356 -5.590 1.828
C 5.231 3.304 -0.226
H 0.063 -2.403 2.033
H -0.845 7.834 4.097
O -8.193 2.760 5.787
H 3.916 8.771 -7.218
H 4.213 -5.325 -7.365
O -4.745 5.165 -4.129
H 2.292 7.012 2.333
H 3.716 -0.164 13.244
H 0.433 0.630 8.139
O 3.178 -6.778 -5.625
C 1.826 -6.275 -5.439
C 1.950 -0.081 9.412
H -6.863 1.488 -2.493
H 2.250 -1.555 11.070
H -8.331 0.690 5.563
H 5.138 3.460 -1.300
H -6.001 1.713 2.577
H 1.608 -5.556 -6.228
H 0.497 -0.727 2.726
C 1.846 6.969 -6.965
H 3.127 -5.063 5.595
H -2.266 -6.438 -1.071
C -7.418 2.872 4.592
H -4.149 -4.560 -5.751
C 0.692 -1.513 1.996
H -5.741 6.996 -3.693
C 1.412 6.956 2.974
H 1.225 9.491 2.446
O 1.158 -5.041 6.249
H -9.810 1.545 5.426
H 7.398 -3.161 1.390
*
```


Entry from the Open Molecules 2025 dataset: a single C16H20N2O3 molecule (ωB97M-V/def2-TZVPD).

Energy   -956.98133 Eh
Relative energy (zero: lowest compared OMol25 entry of this formula, charge and spin)   17.3 kcal/mol
Frontier orbital gap   8.71 eV

ORCA input file:
```
! wB97M-V def2-TZVPD RIJCOSX def2/J DEFGRID3
* xyz 0 1
C 0.852 1.528 2.175
O -2.455 -0.894 -2.837
C -0.447 2.658 0.464
H -2.215 -2.860 -0.204
C 0.327 2.722 1.622
C -0.616 -4.052 0.656
H 0.144 0.856 -2.569
C -0.160 0.257 0.453
C 1.512 3.233 3.462
H 0.210 -4.668 0.309
C -1.325 -0.496 -3.020
H -0.368 -0.685 -0.029
H 1.815 3.504 5.555
H -2.440 0.755 -1.178
H -0.920 -1.814 -4.650
C -0.349 -1.167 -3.982
O -0.544 -2.635 -1.314
H 3.277 3.665 4.579
C 2.207 3.876 4.608
C 0.614 0.291 1.592
H 1.373 -2.477 -3.909
C -1.383 -3.488 -0.531
N -0.812 0.586 -2.399
H 2.064 4.952 4.572
H 1.020 -0.614 2.020
C 0.676 -2.013 -3.210
C 0.765 3.783 2.462
N 1.565 1.871 3.287
H 1.221 -1.394 -2.496
C -1.518 1.315 -1.365
C -0.691 1.427 -0.111
H -1.280 -4.662 1.261
H 2.050 1.231 3.893
H 0.170 -0.413 -4.576
H -0.222 -3.244 1.267
O -0.208 -4.231 -2.860
H -0.853 3.561 0.031
H -1.756 -4.293 -1.170
H 0.547 4.824 2.334
C -0.060 -3.107 -2.461
H -1.786 2.313 -1.731
*
```


The following max |F| values (in eV Å⁻¹) correspond, in order, to the records above: 0.41, 0.62, 4.46, 1.59, 6.16, 2.18, 9.33, 0.31, 3.18, 0.67.